{
  "formula": "C53H66FN2O3S2",
  "method": "ωB97M-V with the def2-TZVPD basis set",
  "homo_energy_ev": -3.453,
  "total_charge": -1,
  "gap_ha": 0.18404,
  "lumo_energy_ev": 1.55,
  "elements": ["C", "C", "C", "C", "N", "C", "C", "C", "C", "C", "C", "O", "C", "C", "O", "N", "C", "O", "F", "C", "S", "S", "C", "C", "C", "H", "H", "H", "H", "H", "H", "H", "H", "H", "H", "H", "H", "H", "H", "H", "H", "H", "H", "H", "H", "H", "H", "H", "H", "H", "H", "H", "H", "H", "H", "C", "C", "C", "C", "C", "C", "H", "H", "H", "H", "H", "H", "C", "C", "C", "C", "C", "C", "H", "H", "H", "H", "H", "H", "C", "C", "C", "C", "C", "C", "H", "H", "H", "H", "H", "H", "C", "C", "C", "C", "C", "C", "H", "H", "H", "H", "H", "H", "C", "C", "C", "C", "C", "C", "H", "H", "H", "H", "H", "H", "C", "C", "C", "C", "C", "C", "H", "H", "H", "H", "H", "H"],
  "positions_angstrom": [[-5.002198, 2.488188, -1.774830], [-3.997545, 1.939496, -2.925184], [-3.978228, 0.330990, -2.972916], [-3.387487, -0.228857, -1.583893], [-2.203103, -1.150599, -1.814499], [-1.941797, -1.767030, -0.468141], [-0.467832, -2.346233, -0.256270], [-0.367990, -2.865840, 1.286654], [-0.613031, -1.697818, 2.362483], [0.587223, -1.479308, 3.398167], [1.926314, -1.104241, 2.571240], [1.645456, 0.072036, 1.755554], [2.806759, 0.515454, 1.013605], [0.324365, -0.164009, 4.280168], [-0.588243, 0.665542, 3.983865], [1.149547, 0.145616, 5.489835], [1.876513, 1.398508, 5.305641], [1.420934, 2.525951, 5.555430], [3.221060, 1.298266, 4.783024], [-1.097085, -0.291263, -2.276550], [-0.360361, 0.941881, -1.423420], [-0.493097, -0.613335, -4.020049], [-0.008399, 0.994006, -4.805873], [-1.052618, 1.495638, -5.945988], [-0.690358, 3.068478, -6.190430], [-4.884729, 3.630751, -1.778702], [-4.725046, 2.098311, -0.736024], [-6.087681, 2.194061, -1.980520], [-4.324408, 2.298823, -3.960116], [-2.928861, 2.328642, -2.737352], [-5.042929, -0.075865, -3.073757], [-3.345928, -0.078597, -3.829094], [-3.120882, 0.638267, -0.865164], [-4.219202, -0.816987, -1.035039], [-2.660458, -2.673364, -0.388043], [-2.288175, -1.024236, 0.325978], [-0.220061, -3.221548, -0.971971], [0.375149, -1.586729, -0.371637], [-1.207762, -3.648345, 1.421669], [0.617646, -3.407786, 1.503513], [-1.591747, -1.931194, 2.920079], [-0.784986, -0.717738, 1.799116], [2.169533, -2.016278, 1.926269], [2.760039, -0.851392, 3.314917], [2.965718, 1.628392, 1.210088], [2.612914, 0.338274, -0.111764], [3.711860, -0.128308, 1.305827], [1.867981, -0.572128, 5.670076], [0.083163, 1.870429, -4.069421], [0.999259, 0.844420, -5.324765], [-2.147368, 1.424043, -5.597031], [-0.881053, 0.972482, -6.952866], [-0.900821, 3.619593, -5.205955], [0.422409, 3.150455, -6.462820], [-1.335708, 3.548547, -6.999037], [-3.430540, 4.790514, 7.325951], [-2.537404, 5.524091, 8.100926], [-1.167773, 5.312426, 7.973082], [-0.690752, 4.373306, 7.062403], [-1.583719, 3.642110, 6.284584], [-2.953625, 3.847471, 6.419263], [-4.498747, 4.953246, 7.428180], [-2.909173, 6.261079, 8.806004], [-0.471629, 5.879781, 8.582257], [0.376379, 4.211305, 6.958921], [-1.211073, 2.910745, 5.573428], [-3.649676, 3.273572, 5.816911], [-6.668989, -0.471838, -7.980095], [-6.806202, 0.869497, -8.324050], [-5.758705, 1.757115, -8.098526], [-4.569291, 1.301084, -7.537531], [-4.430715, -0.041629, -7.196896], [-5.481794, -0.927096, -7.414062], [-7.487349, -1.162940, -8.152978], [-7.731109, 1.223667, -8.767674], [-5.868459, 2.804121, -8.360619], [-3.750489, 1.992242, -7.365970], [-3.502589, -0.397679, -6.760755], [-5.375580, -1.972087, -7.143421], [6.762587, -0.198463, -3.459531], [7.629466, -0.432661, -2.396763], [7.315196, 0.036797, -1.125101], [6.128352, 0.732564, -0.914035], [5.259525, 0.963564, -1.976434], [5.578349, 0.502056, -3.249836], [7.009529, -0.561788, -4.451732], [8.551654, -0.981137, -2.559868], [7.994457, -0.140211, -0.297970], [5.880863, 1.094347, 0.078482], [4.333326, 1.504569, -1.811552], [4.903467, 0.687032, -4.078748], [0.640267, -4.950500, 5.436177], [0.338406, -6.234864, 5.879433], [-0.086638, -6.438400, 7.189219], [-0.219118, -5.355288, 8.053072], [0.079377, -4.070476, 7.608089], [0.513209, -3.868562, 6.301046], [0.974678, -4.791632, 4.416242], [0.435216, -7.078574, 5.203415], [-0.315600, -7.440735, 7.536462], [-0.555197, -5.512770, 9.072949], [-0.025581, -3.225495, 8.281209], [0.750922, -2.868260, 5.954858], [5.393176, 4.951884, 1.968287], [4.132558, 4.843421, 1.389202], [3.021984, 4.572875, 2.183460], [3.170774, 4.420333, 3.559047], [4.430770, 4.532432, 4.138270], [5.542773, 4.793902, 3.343200], [6.259501, 5.159428, 1.348447], [4.015415, 4.968979, 0.317411], [2.040196, 4.481551, 1.731015], [2.305217, 4.214013, 4.178289], [4.546268, 4.414807, 5.210894], [6.525929, 4.875717, 3.794847], [1.128333, -5.535363, -5.006267], [0.166766, -4.664370, -4.503473], [-0.439998, -4.927625, -3.279571], [-0.077822, -6.057952, -2.552739], [0.886515, -6.927266, -3.053606], [1.486691, -6.668759, -4.282182], [1.598869, -5.331252, -5.962485], [-0.110958, -3.779222, -5.066561], [-1.194549, -4.251334, -2.891321], [-0.547365, -6.260684, -1.595827], [1.170030, -7.807733, -2.485932], [2.234554, -7.349508, -4.674900]],
  "atomic_forces_ev_per_a": [[0.69, 0.26, -0.61], [-0.33, -0.70, 0.02], [0.12, 0.33, 0.97], [-1.21, 0.16, -0.41], [0.56, 1.52, 0.33], [0.33, -1.15, 0.41], [0.43, -0.35, 1.28], [-0.66, -0.27, -0.08], [-0.01, 0.57, 0.17], [0.89, 2.58, 0.25], [-1.61, -0.89, 1.59], [1.54, -0.22, -0.32], [-0.25, -0.53, -0.43], [-2.90, -0.14, -3.63], [2.54, -2.17, 1.75], [2.71, 1.35, -1.14], [-1.90, 2.72, 0.71], [2.22, -4.36, -1.16], [-2.52, -0.20, 1.19], [0.72, 1.38, -0.02], [-1.13, -1.54, -0.77], [-0.90, 0.24, 0.87], [-0.33, 1.20, -0.84], [0.62, 1.16, 0.03], [-0.26, -0.66, 0.51], [-0.46, -1.65, 0.20], [-0.29, 0.55, -1.50], [1.51, 0.46, 0.15], [0.32, -0.21, 1.43], [-1.61, -0.61, -0.20], [1.41, 0.68, -0.09], [-0.88, 0.65, 1.08], [-0.07, -1.32, -1.17], [1.53, 0.61, -0.94], [1.04, 1.42, -0.21], [1.01, -1.01, -0.73], [-0.67, 1.40, 1.02], [-1.36, -0.72, 0.02], [1.31, 1.00, -0.19], [-1.31, 0.80, -0.51], [1.47, 0.43, -0.66], [0.11, -1.18, 0.64], [0.11, 1.34, 0.61], [-0.81, -0.47, -1.15], [0.01, -1.46, -0.24], [0.36, 0.37, 1.53], [-1.03, 1.19, -0.38], [-0.60, 0.05, -0.56], [-0.03, -1.69, -0.68], [-1.29, 0.11, 0.93], [1.73, -0.13, -0.52], [-0.47, 0.39, 1.62], [0.47, -0.65, -1.46], [-1.68, 0.05, 0.39], [0.92, -0.73, 0.96], [0.09, -0.03, -0.02], [0.01, -0.03, -0.01], [-0.10, -0.08, -0.10], [-0.08, 0.12, 0.10], [0.02, -0.08, -0.09], [0.07, 0.14, 0.12], [0.07, 0.00, 0.00], [0.02, -0.06, -0.04], [-0.05, -0.02, -0.04], [-0.14, -0.05, -0.04], [0.01, 0.01, 0.08], [0.08, 0.03, 0.03], [0.09, 0.06, 0.02], [0.05, -0.02, 0.04], [0.03, -0.10, 0.02], [-0.09, -0.08, -0.02], [-0.02, 0.05, -0.01], [-0.03, 0.10, -0.05], [0.06, 0.06, 0.02], [0.07, -0.03, 0.05], [0.01, -0.08, 0.01], [-0.05, -0.06, 0.00], [-0.08, 0.03, -0.01], [0.00, 0.08, -0.01], [-0.03, 0.04, 0.08], [-0.05, 0.05, 0.00], [-0.09, 0.02, -0.09], [0.04, -0.02, -0.06], [0.05, 0.00, -0.02], [0.09, -0.03, 0.09], [-0.02, 0.02, 0.08], [-0.07, 0.05, 0.01], [-0.06, 0.00, -0.05], [-0.01, -0.02, -0.08], [0.07, -0.06, 0.01], [0.03, -0.03, 0.07], [0.00, -0.08, 0.04], [0.00, 0.10, 0.09], [0.00, 0.07, 0.00], [0.02, -0.01, -0.07], [0.03, -0.16, -0.07], [0.03, 0.02, 0.18], [-0.06, 0.12, 0.09], [0.00, 0.06, 0.05], [0.00, 0.06, -0.02], [0.02, 0.00, -0.07], [0.01, -0.06, -0.07], [-0.10, -0.12, -0.19], [-0.04, -0.02, 0.04], [0.01, -0.03, 0.06], [0.14, 0.05, 0.05], [-0.05, 0.10, -0.06], [0.02, 0.04, -0.13], [-0.11, 0.00, -0.04], [-0.06, -0.02, 0.04], [0.02, -0.03, 0.07], [0.06, -0.01, 0.06], [0.12, -0.04, -0.07], [-0.04, -0.03, -0.10], [-0.06, 0.00, -0.03], [-0.04, -0.05, 0.10], [0.01, -0.06, -0.01], [0.03, -0.06, -0.02], [0.03, 0.01, -0.10], [-0.03, 0.05, -0.05], [-0.07, 0.07, 0.03], [-0.03, -0.01, 0.08], [0.02, -0.06, 0.08], [0.07, -0.02, -0.04], [0.05, 0.03, -0.06], [-0.02, 0.08, -0.05], [-0.04, 0.05, 0.04]]
}